Formula: C5H10O2
Source: the OMol25 dataset
Level of theory: wB97M-V/def2-TZVPD

The frontier orbital gap comes out at 3.360 eV. As for the HOMO energy: -6.89 eV. As for the molar mass: 102.13 Da. Its total charge is 0. For the maximum force, the calculation gives 0.073 Eh/bohr.

XYZ file:
```
17
Properties=species:S:1:pos:R:3:forces:R:3:lowdin_charge:R:1
C -0.020853 -0.333248 -0.625916 1.0 -0.6 -0.5 -0.094
C -0.360430 0.197976 4.360074 -1.3 0.5 -2.5 0.079
C -0.546854 0.132659 3.033019 2.7 -0.6 1.7 0.059
O 1.661176 -0.067982 -3.567538 -0.1 1.6 -0.5 -0.196
C -0.388213 0.012205 1.687754 -0.1 -0.3 -0.4 -0.107
C 0.553002 -0.512130 0.714348 -0.2 3.1 2.1 0.061
H 0.624596 -0.451818 -1.505508 -0.1 -0.2 0.5 0.063
H -0.986005 -0.861081 -0.770493 0.4 0.3 -0.1 0.124
H -0.274208 0.740032 -0.549227 -0.3 0.0 -0.6 0.128
H 0.104581 -0.602496 4.918636 -0.6 -0.5 0.0 0.082
H -0.828369 1.029308 4.905546 0.9 0.1 -0.2 0.091
H 1.596744 0.858837 -3.945139 0.4 -1.7 0.7 0.041
H -1.208725 0.404703 1.109604 -1.3 -0.7 0.3 0.110
H 1.621802 -0.585599 1.040663 -1.0 -0.9 -0.6 0.146
H -1.310139 0.129443 -4.118532 0.0 0.0 0.2 -0.091
H 0.665507 -0.206427 -3.443137 -0.3 0.2 -0.2 -0.060
O -0.903613 0.115622 -3.244153 0.0 -0.3 0.4 -0.436
```
Forces are in eV/Å.